(1)
Here is a 8-piece molecular cluster, C56H44NO30PS overall from the Open Molecules 2025 dataset. Energies are from ωB97M-V/def2-TZVPD.

```
133
Properties=species:S:1:pos:R:3:forces:R:3:mulliken_charge:R:1
N 0.937196 -0.696473 -1.618393 -0.2 0.4 0.0 0.008
C 0.979851 -0.116579 -2.973605 0.5 -0.6 -0.6 -0.744
C 2.163362 0.858273 -3.183331 -0.6 -0.7 0.6 -0.415
C 2.320591 1.870708 -2.034762 0.1 0.5 -0.5 1.631
C 1.918647 3.329436 -2.439298 -0.2 -0.6 -0.3 -1.794
C 0.565049 3.653064 -1.856787 0.0 0.0 -0.8 0.525
C 0.345631 3.956779 -0.583729 -0.4 0.0 0.6 -0.418
C -1.055987 4.203184 -0.098106 0.2 -0.1 -0.3 -0.149
O -1.328985 5.047564 0.729244 -0.1 -0.5 -0.1 -0.588
C -2.098121 3.322367 -0.779644 1.1 1.0 0.5 0.674
C -3.184929 2.845623 -0.098948 -0.3 -0.2 -0.1 -0.480
C -4.050821 2.013834 -0.798545 -0.6 -0.1 1.2 -0.722
C -3.822650 1.688311 -2.107038 -1.1 -0.2 -0.8 0.474
P -4.891402 0.547637 -3.044922 1.5 -1.5 -0.1 0.155
S -3.921898 -1.109353 -3.457839 -0.2 0.2 0.0 -0.374
C -2.735823 2.204700 -2.796283 -0.3 -0.3 -0.6 -0.421
C -1.873951 3.014810 -2.120116 0.9 0.6 -0.2 0.298
C -0.631832 3.575212 -2.780850 0.0 -0.1 0.1 -0.066
O -0.586511 3.904846 -3.947634 -0.1 -0.4 0.5 -0.596
H -0.000756 -1.020645 -1.407616 0.0 -0.1 -0.1 0.276
H 1.544512 -1.505988 -1.564453 0.0 0.0 0.0 0.100
H 1.102947 -0.954871 -3.681399 -0.2 0.4 -0.1 -0.168
H 0.029815 0.357521 -3.251355 0.1 0.0 0.5 0.232
H 2.037454 1.333011 -4.159997 0.1 0.1 0.2 0.148
H 3.080963 0.257855 -3.267352 -0.1 0.1 0.0 0.199
H 3.355099 1.831802 -1.693045 -0.2 0.3 -0.1 0.375
H 1.708754 1.620145 -1.164661 0.2 -0.3 -0.2 -0.949
H 2.673830 4.063341 -2.146528 -0.2 -0.1 0.1 0.485
H 1.821602 3.329301 -3.530842 0.2 0.4 0.2 0.567
H 1.168479 3.993752 0.130928 -0.2 0.3 -0.1 0.489
H -3.357532 3.077430 0.944332 0.1 0.1 -0.1 0.495
H -4.894078 1.609342 -0.241658 0.0 0.0 -0.3 0.308
H -5.192521 1.180001 -4.268408 -0.6 0.4 0.5 0.100
H -6.031056 0.208615 -2.288510 -0.2 0.9 -0.1 0.085
H -2.576339 1.939670 -3.839293 0.1 0.1 0.1 0.447
C 6.184670 0.914596 2.466495 0.1 0.1 0.2 -0.764
C 5.197224 0.968505 1.559872 0.4 -0.6 0.0 0.430
C 4.377611 2.213634 1.371678 -0.1 0.5 0.4 0.453
O 3.490930 2.213708 0.539924 0.0 -0.2 0.1 -0.100
C 4.670752 3.364775 2.214199 -0.1 -0.1 -0.2 -1.066
C 5.657833 3.306381 3.116160 -0.3 0.5 0.0 0.235
C 6.490036 2.071864 3.292229 0.1 -0.6 -0.2 0.976
O 7.383990 2.086033 4.117624 -0.1 0.3 0.1 -0.623
O 5.957594 4.332951 3.909267 0.2 -0.4 0.0 -0.581
O 4.905963 -0.074473 0.787261 0.1 0.7 -0.1 -0.615
H 6.783772 0.026991 2.612931 0.0 0.0 0.0 0.462
H 4.061800 4.248158 2.081420 0.0 0.0 0.0 0.491
H 6.703388 4.031233 4.462312 0.0 0.0 0.0 0.354
H 4.171687 0.195938 0.204873 -0.1 -0.2 0.1 0.183
C -2.315348 -6.703739 -1.864693 -0.1 -0.1 0.1 -0.823
C -1.982300 -5.649592 -2.619000 0.4 -0.3 0.3 0.181
C -3.020940 -4.792194 -3.276982 -0.6 0.1 0.0 1.010
O -2.648180 -3.842566 -3.935818 0.4 -0.1 -0.1 -0.572
C -4.422048 -5.145045 -3.097544 0.1 0.1 -0.1 -1.074
C -4.755864 -6.200203 -2.345090 -0.3 0.3 -0.2 0.395
C -3.717918 -7.044637 -1.666160 0.5 -0.1 0.1 1.054
O -4.084577 -7.980516 -0.980502 -0.3 0.0 -0.1 -0.616
O -6.024757 -6.564731 -2.152911 0.3 -0.2 0.2 -0.579
O -0.715757 -5.290859 -2.834442 -0.5 0.2 -0.2 -0.470
H -1.575929 -7.328619 -1.383839 0.0 0.0 0.0 0.459
H -5.159431 -4.527300 -3.590866 0.0 0.0 0.0 0.448
H -5.989353 -7.349739 -1.574642 -0.1 0.0 0.0 0.353
H -0.760354 -4.494400 -3.405074 0.2 0.2 0.2 0.208
C -3.382190 3.153323 5.151614 0.1 0.0 -0.2 -1.401
C -4.183394 3.606879 6.124940 0.3 -0.5 0.0 0.281
C -4.932749 4.901562 5.990982 -0.1 0.5 -0.4 1.066
O -5.659287 5.249426 6.901985 0.1 -0.3 0.2 -0.621
C -4.747333 5.680366 4.775672 -0.1 -0.1 0.2 -0.911
C -3.943170 5.229757 3.803541 -0.2 0.6 -0.2 0.292
C -3.218747 3.922747 3.927580 0.0 -0.3 0.4 0.959
O -2.524006 3.570331 2.993856 0.0 -0.1 -0.1 -0.380
O -3.738834 5.910191 2.676288 0.2 -0.6 0.2 -0.612
O -4.365435 2.941652 7.263288 -0.2 0.4 0.0 -0.466
H -2.839816 2.221362 5.235328 0.0 0.0 0.0 0.676
H -5.277266 6.619123 4.698565 0.0 0.0 0.0 0.453
H -3.114275 5.378909 2.136742 0.1 0.2 -0.1 0.324
H -4.987851 3.480591 7.790301 0.0 -0.1 0.1 0.336
C 3.055635 0.572334 -7.212507 0.1 0.1 0.2 -0.889
C 3.204843 0.024345 -8.425114 -0.5 0.0 0.2 0.304
C 4.535203 -0.002855 -9.119071 0.5 0.2 0.0 0.904
O 4.611601 -0.531463 -10.211282 -0.3 -0.1 0.0 -0.624
C 5.672752 0.611573 -8.448552 -0.1 -0.1 -0.2 -0.926
C 5.522484 1.162190 -7.237759 0.5 0.0 -0.3 0.224
C 4.198390 1.165698 -6.533036 -0.5 -0.1 -0.1 1.118
O 4.128034 1.664745 -5.425379 0.4 0.2 -0.1 -0.609
O 6.533658 1.736947 -6.587749 -0.4 0.0 0.2 -0.600
O 2.188886 -0.527819 -9.084973 0.4 0.0 -0.2 -0.579
H 2.102562 0.595648 -6.702297 0.0 0.0 0.0 0.553
H 6.622064 0.601162 -8.965176 0.0 0.0 0.0 0.428
H 6.160850 2.051213 -5.742413 0.0 0.0 0.0 0.349
H 2.562592 -0.848242 -9.927905 0.0 0.0 0.0 0.353
C 3.230669 -3.308870 -4.158842 -0.3 0.0 0.0 -0.874
C 4.360230 -3.871932 -4.606146 0.1 0.4 0.3 0.406
C 4.338317 -5.039801 -5.547948 -0.3 -0.4 -0.3 0.880
O 5.397240 -5.495401 -5.933586 0.2 0.2 0.2 -0.619
C 3.045192 -5.572279 -5.951206 0.2 0.0 0.0 -0.829
C 1.914824 -5.012000 -5.502220 0.0 -0.4 -0.3 0.172
C 1.938118 -3.826628 -4.578864 0.4 0.3 0.2 1.243
O 0.882490 -3.340866 -4.211087 -0.2 -0.3 -0.1 -0.587
O 0.714261 -5.472245 -5.851017 0.1 0.4 0.3 -0.587
O 5.562951 -3.432560 -4.246161 -0.1 -0.3 -0.3 -0.580
H 3.235267 -2.465906 -3.481728 0.0 0.0 0.0 0.313
H 3.042288 -6.423438 -6.617194 0.0 0.0 0.0 0.445
H 0.064233 -4.900600 -5.404371 -0.1 0.0 -0.1 0.310
H 6.204344 -4.006778 -4.707088 0.1 0.0 0.0 0.351
C -5.315334 -1.895218 10.145319 0.2 -0.1 -0.1 -0.978
C -5.829631 -0.686855 10.404876 -0.3 -0.4 0.1 0.369
C -5.060096 0.571694 10.131325 0.5 0.2 -0.2 1.006
O -5.588436 1.642825 10.369997 -0.3 -0.1 0.1 -0.654
C -3.714857 0.449452 9.595872 -0.1 0.2 0.1 -0.856
C -3.196675 -0.757426 9.337885 0.2 0.5 -0.1 0.280
C -3.975114 -2.015687 9.585951 -0.5 -0.2 0.2 1.024
O -3.460113 -3.083716 9.315905 0.3 0.1 -0.1 -0.622
O -1.969406 -0.911609 8.848374 -0.2 -0.4 0.1 -0.541
O -7.049634 -0.528135 10.917698 0.3 0.3 -0.1 -0.563
H -5.860800 -2.808624 10.336056 0.0 0.0 0.0 0.416
H -3.165154 1.362927 9.418704 0.0 0.0 0.0 0.415
H -1.841027 -1.873574 8.749670 0.0 0.0 0.0 0.355
H -7.176838 0.435439 11.005107 -0.1 0.0 0.0 0.355
C -0.501324 -0.071012 3.086308 0.0 -0.1 0.3 -0.824
C 0.360338 -0.164742 2.063337 -0.6 0.5 -0.3 0.280
C 1.687166 -0.852317 2.217684 0.1 -0.1 0.3 1.001
O 2.411738 -0.913175 1.246134 0.0 -0.1 -0.2 -0.462
C 2.036269 -1.400413 3.519917 0.1 0.0 -0.2 -1.302
C 1.174577 -1.302524 4.539707 0.5 -0.2 0.1 0.246
C -0.163156 -0.638444 4.381842 -0.4 0.3 -0.5 1.182
O -0.909213 -0.598695 5.343606 0.2 -0.2 0.3 -0.573
O 1.448943 -1.785190 5.750556 -0.4 0.2 -0.1 -0.596
O 0.089825 0.338909 0.860449 0.5 -0.2 0.7 -0.395
H -1.460312 0.418681 2.989647 0.0 0.0 0.0 0.519
H 3.001572 -1.876924 3.620400 0.0 0.0 0.0 0.507
H 0.666070 -1.585242 6.297820 0.0 0.0 0.0 0.282
H 0.861877 0.136824 0.281625 -0.2 -0.1 -0.5 0.092
```
Positions in Å, forces in eV/Å.

Properties
HOMO-LUMO gap   6.84 eV
HOMO energy   -0.31784 Ha
DFT total energy   -5211.82351 Eh
Maximum force   0.043 hartree/bohr
Multiplicity   1



(2)
Here is a 2-piece molecular cluster, C4H11N3O2 overall from the Open Molecules 2025 dataset. Energies are from ωB97M-V/def2-TZVPD.

```
20
Properties=species:S:1:pos:R:3:forces:R:3:nbo_charge:R:1
C -2.537508 0.035409 0.525226 -0.4 2.6 -0.3 -0.419
C -0.592474 1.344059 1.137644 -1.4 -0.7 -0.8 0.605
N -1.182553 0.506485 0.308703 1.2 1.2 1.5 -0.593
N -1.253508 2.290108 1.985330 0.7 -3.7 -4.3 -0.833
N 0.806007 1.240264 1.249549 -1.4 1.0 1.1 -0.849
H -0.067884 -0.333171 -0.805193 1.2 -0.5 0.5 0.533
H -2.544534 -0.495752 1.441134 -0.2 -1.0 0.8 0.198
H -2.846271 -0.550203 -0.329099 -0.1 -0.2 0.0 0.208
H -2.159350 2.565640 1.730233 -1.0 0.4 0.1 0.395
H -0.758376 2.625251 2.708728 1.7 1.6 2.9 0.394
H 1.141580 0.323133 1.099681 0.1 -0.8 -0.6 0.401
H 1.373157 1.936336 0.828495 0.3 0.7 -0.2 0.393
H -3.264107 0.887408 0.669391 0.3 -0.8 -0.3 0.159
C 2.302256 -2.297690 -1.942319 1.6 -2.5 -1.1 -0.744
C 1.801164 -1.008299 -1.490624 -3.7 2.6 0.1 0.776
O 0.582050 -1.129826 -0.833517 0.7 -0.7 -0.4 -0.773
O 2.123916 0.097987 -1.851115 1.3 -0.3 0.2 -0.596
H 2.250958 -2.300166 -3.065558 1.0 0.6 0.8 0.253
H 1.512823 -3.025594 -1.842375 -0.1 -0.4 1.1 0.245
H 3.312654 -2.711382 -1.524314 -1.9 1.1 -0.9 0.248
```
Positions in Å, forces in eV/Å.

Properties
HOMO-LUMO gap   9.90 eV
HOMO energy   -0.33240 Ha
DFT total energy   -473.74258 Eh
Energy relative to the best compared isomer or geometry (same formula, charge and spin)   158.0 kJ/mol
Maximum force   0.112 hartree/bohr
Multiplicity   1



(3)
Here is C33H24BrCl5CrN5O4SSe as an isolated structure from the Open Molecules 2025 dataset. Energies are from ωB97M-V/def2-TZVPD.

```
75
Properties=species:S:1:pos:R:3:forces:R:3:lowdin_spin:R:1
Cr 0.216991 0.303169 0.777581 -0.3 0.6 -0.2 3.792
Cl 2.295466 2.890814 0.283151 0.3 9.7 -0.9 0.013
C 1.636557 4.274481 0.836935 2.9 -0.9 -1.1 0.014
C -0.448081 2.414066 -0.028893 0.3 -0.2 -0.1 -0.006
C -0.879057 3.507195 0.613106 -0.2 0.1 0.3 0.016
Cl -1.606551 3.245088 2.233114 0.1 0.0 0.0 0.008
C -0.919793 4.980126 0.354252 -0.2 -0.1 -0.4 0.002
Cl -2.470013 5.492788 -0.279223 0.1 0.0 0.0 0.002
C 0.020632 5.897859 0.648298 0.2 0.4 -0.2 0.001
Cl -0.280136 7.595490 0.399159 0.0 -0.1 0.1 0.001
C 1.369915 5.504213 1.142314 -2.0 -0.7 -0.1 0.007
Cl 2.065165 6.476447 2.449116 0.1 0.0 0.0 0.005
Br 2.261937 -6.144259 5.697874 0.0 0.0 0.0 0.000
C 1.501446 -6.333982 3.968780 0.0 -0.1 -0.1 0.001
C 0.385210 -5.589377 3.632529 -0.1 0.1 0.0 0.000
C -0.155453 -5.696719 2.359228 0.0 0.0 0.0 0.001
C 0.413201 -6.570101 1.436092 0.4 0.1 0.0 0.000
C 1.504586 -7.352207 1.812362 0.1 0.1 0.0 0.001
C 2.069732 -7.224122 3.068782 0.0 0.1 0.0 0.000
N -0.141223 -6.880200 0.164061 -0.4 -0.3 0.5 0.009
N -0.751527 -6.069118 -0.547111 0.4 0.1 -0.8 0.000
C -0.680555 -4.664850 -0.480265 -0.4 0.2 0.0 0.008
C -1.851462 -4.054337 -0.909396 0.1 0.0 0.2 -0.002
C -2.062139 -2.683810 -0.864624 0.0 0.1 0.0 0.006
C -1.062599 -1.830956 -0.398682 -0.1 -0.1 -0.1 0.003
O -1.204308 -0.553043 -0.300230 0.2 -0.2 0.2 0.013
C 0.214042 -2.438666 -0.069574 -0.1 0.0 -0.1 0.005
N 1.196767 -1.563575 0.283138 -0.2 0.0 0.0 0.004
C 2.419921 -1.995477 0.474129 0.0 0.1 0.1 0.015
C 2.752960 -3.347836 0.304728 0.0 -0.1 0.0 -0.002
C 1.773398 -4.251373 0.003796 -0.1 0.1 0.1 0.011
C 0.431672 -3.824870 -0.152063 0.1 -0.2 0.1 -0.001
H -0.054652 -4.904150 4.345048 0.0 0.0 0.0 0.000
H -1.026292 -5.107162 2.102073 0.0 0.0 0.0 0.000
H 1.907065 -8.054270 1.093734 0.0 0.0 0.0 0.000
H 2.931531 -7.812863 3.350649 0.0 0.0 0.0 0.000
H -2.645000 -4.711298 -1.243521 0.0 0.0 0.0 0.000
H -3.006601 -2.254214 -1.169603 0.0 0.0 0.0 0.001
H 3.156067 -1.257379 0.775183 0.0 0.0 0.0 0.001
H 3.781159 -3.659401 0.427533 0.0 0.0 0.0 0.000
H 2.028358 -5.287957 -0.138700 0.0 -0.2 0.0 0.001
C -0.294783 2.283557 -5.095842 0.0 0.0 0.0 0.000
C 0.384922 2.276144 -3.754920 -0.1 0.1 0.1 -0.002
C -0.355509 2.404256 -2.585784 -0.1 -0.2 -0.2 0.002
C 0.254172 2.414869 -1.338868 0.3 0.8 1.0 0.003
C 1.674124 2.442686 -1.290933 -0.5 -0.7 -2.4 0.005
C 2.411623 2.252522 -2.444703 0.5 0.2 0.2 -0.002
C 1.772608 2.168818 -3.667488 0.0 -0.1 0.0 0.001
S 2.482722 1.368805 1.547403 0.1 -9.7 0.9 -0.011
O 3.723264 3.311471 -0.097050 -1.4 -1.6 0.4 0.023
O 1.471812 1.080545 2.672534 0.3 2.3 -0.3 0.032
O 3.728618 0.589000 1.820098 0.3 1.6 0.5 -0.022
H -1.378369 2.270166 -4.988449 0.0 0.0 0.0 0.000
H 0.000820 1.416965 -5.689619 0.0 0.0 0.0 0.000
H -0.021383 3.177413 -5.660297 0.0 0.0 0.0 0.000
H -1.436213 2.469325 -2.624816 0.0 -0.1 0.0 0.000
H 0.976475 2.525134 0.437421 -0.5 -1.2 2.3 0.008
H 3.490780 2.223160 -2.374343 0.0 0.0 0.0 0.000
H 2.366560 2.047117 -4.565543 0.0 0.0 0.0 0.000
C 2.427117 -0.936708 4.688717 0.0 0.0 0.0 0.001
N 1.199863 -0.245531 5.039150 0.0 0.0 0.0 0.003
C 1.126047 0.844310 5.878283 0.0 0.0 0.0 0.001
C -0.152128 1.269168 5.866385 0.0 0.0 0.0 0.001
N -0.842698 0.443484 5.002984 -0.1 0.0 0.0 0.002
C -2.270764 0.509395 4.759574 0.0 0.0 0.0 0.000
C -0.001931 -0.470593 4.470323 0.1 0.0 0.1 0.004
Se -0.382863 -1.733748 3.173408 -0.2 0.0 0.0 0.022
H 3.083056 -0.933691 5.557575 0.0 0.0 0.0 0.000
H 2.905351 -0.441237 3.842334 0.0 0.0 0.1 0.000
H 2.180842 -1.958973 4.413490 0.0 0.0 0.0 0.000
H 1.988730 1.223971 6.394344 0.0 0.0 0.0 0.000
H -0.627523 2.089644 6.372106 0.0 0.0 0.0 0.000
H -2.812418 0.299646 5.682149 0.0 0.0 0.0 0.000
H -2.516483 -0.238658 4.010552 0.0 0.0 0.0 0.000
H -2.538277 1.494207 4.385665 0.0 0.1 0.0 0.000
```
Positions in Å, forces in eV/Å.

Properties
HOMO-LUMO gap (alpha / beta)   5.80 / 6.13 eV
HOMO energy (alpha / beta)   -0.16026 / -0.17411 Ha
Net charge   -1
DFT total energy   -10565.20939 Eh
Energy relative to the best compared isomer or geometry (same formula, charge and spin)   1744.0 kJ/mol
Maximum force   0.190 hartree/bohr
Multiplicity   5



(4)
Here is C16H11Cl3N3O5Re as an isolated structure from the Open Molecules 2025 dataset. Energies are from ωB97M-V/def2-TZVPD.

```
39
Properties=species:S:1:pos:R:3:forces:R:3:nbo_charge:R:1
Re 0.383364 -0.049586 0.140552 0.6 -0.8 0.1 1.588
O -0.566115 -2.860274 2.713109 -0.1 0.0 -0.2 -0.457
C -0.370400 -2.289773 1.693018 0.1 0.0 0.2 0.757
O 0.616613 -1.336643 1.533049 -0.1 -0.3 0.3 -0.654
C -1.041021 -2.572119 0.364380 0.0 0.0 0.0 0.097
C -1.687826 -3.720706 -0.054530 0.1 0.1 0.0 -0.173
C -1.840590 -3.914982 -1.426210 0.0 0.0 0.0 -0.128
C -1.241100 -3.049669 -2.339431 0.1 0.2 0.0 -0.171
C -0.609394 -1.923644 -1.839575 -0.1 -0.2 0.0 0.098
N -0.654234 -1.675678 -0.534197 0.1 0.4 -0.1 -0.404
C 0.428397 -1.026335 -2.490272 0.0 -0.1 -0.2 0.758
O 0.528689 -0.833161 -3.664173 0.0 0.0 0.1 -0.513
O 1.268263 -0.516291 -1.552100 -0.2 0.0 -0.2 -0.671
H -2.001934 -4.456563 0.671996 0.0 0.0 0.0 0.267
H -2.349000 -4.799376 -1.784820 0.0 0.0 0.0 0.249
H -1.214373 -3.259048 -3.399229 0.0 0.0 0.0 0.262
Cl -0.003456 4.785776 5.341497 0.0 0.0 0.0 0.057
C -0.283561 3.608085 4.111013 0.1 0.0 0.0 -0.028
C 0.778791 3.177626 3.326181 -0.3 0.0 0.1 -0.234
C 0.484833 2.232064 2.368786 0.1 0.0 -0.2 -0.090
Cl 1.770275 1.594965 1.327029 0.0 0.2 0.2 0.179
C -0.771465 1.697639 2.142145 -0.2 -0.1 -0.1 0.295
O -0.993672 0.752279 1.202553 -0.5 0.2 0.5 -0.647
C -1.812845 2.162485 2.953081 0.1 0.0 0.0 -0.074
Cl -3.403307 1.541568 2.732582 0.1 0.0 0.0 0.067
C -1.568617 3.109293 3.932346 0.1 0.0 -0.1 -0.219
H 1.779530 3.556804 3.468212 0.0 0.0 0.0 0.257
H -2.378304 3.455282 4.557756 0.0 0.0 0.0 0.259
C -0.365408 4.555301 -2.718697 0.0 -0.1 0.0 -0.396
N -0.145071 3.127752 -2.985096 -0.1 0.1 0.0 -0.429
C 0.289323 2.710078 -4.329424 0.0 0.0 0.1 -0.401
C -0.177618 2.269506 -2.022248 0.1 -0.1 0.1 0.674
N -0.204337 1.485342 -1.168344 -0.1 0.5 -0.5 -0.529
H -1.043470 4.943191 -3.476342 0.0 0.0 0.0 0.225
H 0.583363 5.090061 -2.758922 0.0 0.0 0.0 0.218
H -0.818145 4.673770 -1.738078 0.0 0.0 0.0 0.228
H -0.437311 3.078949 -5.050587 0.0 0.0 0.0 0.221
H 0.337812 1.624870 -4.369793 0.0 0.0 0.0 0.246
H 1.272176 3.132668 -4.535792 0.0 0.0 -0.1 0.218
```
Positions in Å, forces in eV/Å.

Properties
HOMO-LUMO gap (alpha / beta)   6.80 / 6.84 eV
HOMO energy (alpha / beta)   -0.42705 / -0.42691 Ha
Net charge   +1
DFT total energy   -2615.44451 Eh
Energy relative to the best compared isomer or geometry (same formula, charge and spin)   18.1 kJ/mol
Maximum force   0.019 hartree/bohr
Multiplicity   2